A structure of composition C25H16F2N3O3Ti. Source: OMol25; level of theory: the ωB97M-V functional and the def2-TZVPD basis.

XYZ file:
```
50
Properties=species:S:1:pos:R:3:forces:R:3:mulliken_spin:R:1
Ti 0.038 0.084 -0.813 -0.072 0.317 -0.354 1.050
O -0.506 3.647 1.791 0.003 0.109 0.117 0.000
C 0.509 3.427 2.649 -0.040 0.006 -0.055 -0.001
C 0.648 4.325 3.708 -0.027 0.044 0.013 0.001
C 1.661 4.172 4.629 -0.006 -0.023 -0.021 -0.001
C 2.565 3.115 4.518 -0.004 0.001 0.001 0.001
C 2.434 2.228 3.474 0.005 0.003 -0.013 -0.001
C 1.415 2.363 2.523 0.000 -0.037 0.028 0.000
C 1.314 1.389 1.422 0.070 -0.046 0.076 -0.017
O 0.289 1.497 0.593 0.064 -0.278 -0.311 0.021
N 2.220 0.469 1.292 -0.048 0.107 0.132 0.010
N 1.923 -0.324 0.195 0.061 -0.175 -0.097 -0.033
C 2.830 -1.169 -0.141 0.023 0.083 0.103 0.037
C 2.753 -2.032 -1.295 -0.053 -0.071 -0.170 0.015
C 3.757 -2.995 -1.472 -0.024 0.008 -0.005 0.008
C 3.769 -3.828 -2.568 0.022 -0.013 0.011 -0.005
C 2.766 -3.697 -3.528 -0.014 0.012 0.000 0.009
C 1.772 -2.751 -3.387 -0.048 -0.002 0.002 -0.008
C 1.742 -1.906 -2.273 0.156 -0.110 0.000 -0.006
O 0.778 -1.001 -2.170 -0.107 0.209 0.350 0.001
H -0.491 2.932 1.127 -0.017 -0.044 -0.040 0.001
H -0.063 5.137 3.778 0.001 0.004 0.003 0.000
H 1.751 4.879 5.444 0.001 0.003 0.004 0.000
H 3.358 2.993 5.243 0.004 0.000 -0.001 0.000
H 3.121 1.401 3.361 0.007 -0.005 0.001 0.000
H 3.726 -1.226 0.476 -0.005 0.037 0.021 0.001
H 4.536 -3.074 -0.722 0.000 0.010 0.008 0.000
H 4.548 -4.568 -2.686 0.004 0.001 0.001 0.000
H 2.767 -4.340 -4.399 0.002 -0.003 -0.001 0.000
H 0.993 -2.639 -4.130 -0.002 0.011 0.001 0.000
F -3.415 3.307 -3.864 -0.005 -0.012 0.009 0.000
C -3.256 2.271 -3.021 0.025 -0.016 0.021 -0.002
C -1.997 1.978 -2.531 0.020 0.036 -0.028 -0.091
C -1.814 0.911 -1.661 0.086 -0.204 0.238 -0.034
C -2.941 0.141 -1.286 -0.100 0.072 -0.074 0.066
C -4.187 0.476 -1.817 0.056 0.055 -0.008 0.004
F -5.301 -0.230 -1.508 0.001 -0.011 0.010 0.000
C -4.371 1.533 -2.682 -0.002 0.015 -0.017 0.000
C -2.726 -0.982 -0.350 0.038 -0.100 0.110 0.001
C -3.716 -1.827 0.161 -0.022 0.014 -0.016 -0.001
C -3.373 -2.844 1.029 0.050 0.004 0.005 0.000
C -2.049 -3.030 1.400 -0.017 -0.037 0.037 0.007
C -1.117 -2.165 0.876 -0.012 0.072 -0.043 -0.007
N -1.442 -1.177 0.034 -0.057 -0.043 -0.041 -0.026
H -1.170 2.603 -2.849 0.000 -0.002 0.001 0.005
H -5.349 1.769 -3.074 -0.006 -0.009 0.006 0.000
H -4.744 -1.688 -0.120 0.001 0.013 -0.014 -0.001
H -4.146 -3.494 1.419 -0.002 -0.005 0.003 0.000
H -1.747 -3.816 2.076 0.001 0.002 0.002 0.000
H -0.065 -2.243 1.127 -0.010 0.000 -0.004 -0.002
```
Positions in Å, forces in eV/Å.

LUMO (alpha / beta) = -0.5 / -0.5 eV
multiplicity = 2
highest occupied orbital energy (alpha / beta) = -7.976 / -8.085 eV
energy above the lowest of the compared OMol25 structures with the same formula, charge and spin = 0.000 eV
total charge = 0
gap between HOMO and LUMO (alpha / beta) = 7.44 / 7.56 eV

***

An isolated molecule of CH2N2O3. Source: OMol25; level of theory: the ωB97M-V functional and the def2-TZVPD basis.

XYZ file:
```
8
Properties=species:S:1:pos:R:3:forces:R:3:nbo_charge:R:1
N 0.752 -0.473 0.351 -0.560 -0.101 5.305 0.306
N -1.483 0.301 0.290 1.101 -0.785 -1.009 -0.842
C -0.683 -0.052 -0.669 -6.615 2.404 -1.104 0.754
O 0.234 -0.492 1.477 4.174 -0.005 -3.775 -0.117
O 1.656 0.590 0.133 0.117 -0.724 1.163 -0.539
O -0.525 0.068 -1.830 1.667 -0.990 0.542 -0.458
H 2.462 0.138 -0.166 -0.026 0.159 -0.403 0.490
H -2.413 -0.080 0.415 0.143 0.043 -0.719 0.406
```
Positions in Å, forces in eV/Å.

LUMO (alpha / beta) = -2.6 / -2.5 eV
multiplicity = 1
highest occupied orbital energy (alpha / beta) = -9.297 / -9.329 eV
energy above the lowest of the compared OMol25 structures with the same formula, charge and spin = 4.586 eV
total charge = 0
gap between HOMO and LUMO (alpha / beta) = 6.69 / 6.82 eV

***

| no. | electronic energy (eV) |
| --- | --- |
| 1 | -65350.4430 |
| 2 | -10185.5103 |